No. 1
C31H42AsBrF9IrN3O2SbSi2 as an isolated structure in a non-equilibrium geometry. Source: OMol25; level of theory: ωB97M-V/def2-TZVPD.

XYZ file:
```
93
Properties=species:S:1:pos:R:3:forces:R:3
Ir -0.53010 -0.22792 0.05333 -0.13 0.29 0.03
Br 5.37871 -3.28975 -3.99662 0.00 0.00 -0.01
C 5.65032 -2.70336 -2.22274 -0.01 -0.01 0.02
C 6.68157 -1.82536 -1.93559 0.01 0.02 0.01
C 6.86141 -1.39966 -0.62780 -0.05 0.08 -0.03
C 5.99307 -1.81318 0.37452 -0.25 0.45 -0.06
C 4.98982 -2.73591 0.08094 0.12 -0.13 0.05
C 4.82214 -3.18415 -1.21658 0.04 -0.02 0.00
N 6.27616 -1.32389 1.69204 0.16 -1.18 0.20
N 5.42584 -1.23671 2.59218 -0.03 1.34 -0.12
C 4.02656 -1.10305 2.35064 -0.03 -0.59 -0.02
C 3.19953 -1.67229 3.29715 0.03 -0.11 -0.11
C 1.80756 -1.73016 3.15696 -0.01 0.03 -0.02
C 1.20240 -1.16492 2.04969 0.08 0.08 0.01
O -0.09420 -1.18772 1.81781 -0.12 -0.12 -0.02
C 2.04577 -0.47477 1.13162 -0.07 0.01 0.08
N 1.39952 0.14429 0.09097 -0.03 0.02 0.00
C 2.04631 0.89158 -0.77724 0.00 -0.03 0.01
C 3.42956 1.08895 -0.64039 0.01 -0.02 -0.01
C 4.11563 0.46317 0.36197 0.03 -0.02 -0.05
C 3.44074 -0.39204 1.26797 0.04 0.14 0.08
H 7.34433 -1.48791 -2.71994 0.00 0.00 0.00
H 7.67303 -0.73083 -0.37118 0.00 0.00 0.00
H 4.36496 -3.13346 0.86967 -0.02 0.03 0.00
H 4.05810 -3.91410 -1.45179 0.02 -0.01 0.00
H 3.67304 -2.12955 4.15703 -0.01 -0.03 -0.01
H 1.19700 -2.21903 3.90468 0.00 0.00 0.00
H 1.45194 1.33349 -1.56556 0.00 0.00 0.00
H 3.93125 1.74404 -1.33764 0.00 0.00 0.00
H 5.17464 0.64227 0.47692 0.02 -0.02 0.00
C -2.53144 0.27664 4.27040 0.01 -0.02 0.00
Si -3.03963 0.96206 2.61356 0.02 0.12 0.08
C -3.74214 -0.38135 1.51749 0.04 0.03 -0.07
C -4.15764 2.44287 2.75888 -0.08 -0.06 -0.03
As -1.04923 1.68908 1.53692 0.04 -0.24 0.02
Si 0.41018 2.76535 3.08389 0.12 0.15 -0.02
C -0.56476 4.22010 3.72138 -0.03 -0.01 -0.02
C 0.89224 1.60551 4.46533 -0.06 -0.04 -0.01
C 1.89335 3.32337 2.10380 -0.01 -0.03 -0.04
H -3.39261 -0.19705 4.74924 0.00 0.01 0.01
H -2.16914 1.06113 4.93648 0.00 0.00 0.00
H -1.74789 -0.47505 4.15991 -0.01 -0.01 -0.01
H -4.40257 -1.02082 2.10818 0.00 -0.02 -0.02
H -2.96090 -1.03520 1.10761 0.01 -0.05 0.05
H -4.31719 0.02509 0.68620 0.02 0.00 0.00
H -5.13992 2.14314 3.13292 0.01 0.00 0.02
H -4.30336 2.92069 1.78892 -0.01 0.00 0.00
H -3.74815 3.18374 3.44719 0.01 0.00 0.00
H -1.36581 3.90608 4.39299 -0.01 -0.01 -0.01
H -1.00445 4.80710 2.91387 0.02 0.01 0.00
H 0.10281 4.87638 4.28604 -0.01 -0.01 0.02
H 0.20999 1.70786 5.31009 0.00 -0.01 0.00
H 1.89689 1.86558 4.80865 0.00 0.01 0.01
H 0.90425 0.55824 4.16533 0.03 0.01 -0.01
H 1.60549 3.97086 1.27378 0.00 0.00 -0.01
H 2.45771 2.47903 1.70240 -0.01 0.00 0.01
H 2.56355 3.88937 2.75596 0.00 0.00 0.00
F -0.26307 0.92888 -4.31935 0.00 0.00 0.00
C -1.15306 1.77919 -3.80068 -0.04 -0.05 -0.03
F -2.10658 1.98205 -4.71020 0.00 0.00 -0.01
F -0.52100 2.93597 -3.58661 0.01 0.01 0.00
C -1.72571 1.21501 -2.45849 -0.01 -0.08 -0.01
O -0.66432 0.74548 -1.75916 0.09 0.16 0.07
C -2.70291 0.04969 -2.76643 0.00 -0.03 0.05
F -3.84706 0.40256 -3.33278 -0.02 0.01 0.04
F -3.00571 -0.59280 -1.60679 0.03 -0.01 -0.03
F -2.09747 -0.84876 -3.55104 -0.02 -0.01 -0.02
C -2.49681 2.35722 -1.72858 -0.01 0.03 -0.04
F -1.64995 3.26926 -1.25031 -0.01 -0.04 0.05
F -3.18280 1.86220 -0.67408 -0.03 0.00 -0.05
F -3.37622 2.97029 -2.51694 0.05 0.03 0.01
C -2.38745 -3.77755 -2.86678 -0.01 0.02 0.01
C -1.28944 -4.05657 -1.85182 -0.03 0.05 0.02
Sb 0.01765 -2.47482 -1.24352 0.16 -0.10 -0.02
C 1.26826 -2.03666 -2.91437 -0.04 -0.02 -0.05
C 1.40906 -3.18583 -3.90754 -0.01 0.00 0.00
C 1.35659 -3.63164 -0.03833 0.00 -0.01 0.01
C 1.46166 -5.11124 -0.39860 0.02 0.02 -0.02
H -2.91470 -4.70632 -3.08884 0.00 0.00 -0.01
H -1.99177 -3.39035 -3.80437 0.00 0.00 0.00
H -3.11845 -3.06434 -2.49133 0.00 0.00 0.00
H -0.59211 -4.80711 -2.22774 -0.01 -0.02 0.01
H -1.70515 -4.44238 -0.91920 0.02 -0.02 0.00
H 2.23615 -1.77241 -2.47740 0.00 0.00 -0.01
H 0.86599 -1.14046 -3.38618 -0.01 0.00 0.01
H 1.82860 -4.07994 -3.44365 0.00 0.00 0.00
H 2.07829 -2.90259 -4.72037 0.00 0.00 0.00
H 0.44863 -3.45583 -4.34848 0.00 0.00 0.00
H 1.05121 -3.50581 0.99956 -0.03 -0.03 -0.01
H 2.32249 -3.13592 -0.14648 -0.02 0.03 0.04
H 0.52469 -5.63837 -0.22130 0.00 0.00 0.00
H 2.22467 -5.59358 0.21498 0.00 -0.01 0.00
H 1.73703 -5.26752 -1.44299 0.00 0.00 0.00
```
Forces are in eV/Å.

Output
Largest force on an atom in eV/Å: 1.35
Charge: +1
Spin multiplicity: 2
Electronic energy in Eh: -8153.20570
HOMO-LUMO gap (alpha / beta) in eV: 6.4447 / 5.7016
Highest occupied orbital energy (alpha / beta) in eV: -10.25 / -10.25
ΔE to the lowest compared entry with this formula, charge and spin in kJ/mol: 0.00

---

No. 2
C31H42AsGeN4O2Pm as an isolated structure in a non-equilibrium geometry. Source: OMol25; level of theory: ωB97M-V/def2-TZVPD.

XYZ file:
```
82
Properties=species:S:1:pos:R:3:forces:R:3
Pm 1.31566 0.65933 -0.11635 0.77 -1.88 -2.55
N 2.67000 1.15093 1.90877 0.15 1.15 0.59
C 4.13209 0.93893 2.18790 -0.39 -0.71 -1.23
C 4.44608 -0.53772 2.09762 0.27 0.26 -1.82
C 4.31808 -1.21211 0.71596 -0.20 -0.25 0.00
N 2.87806 -1.35354 0.38278 -0.23 0.31 -0.23
H 2.43347 2.12610 2.09184 0.23 0.20 0.07
H 2.01202 0.66989 2.53648 0.85 -0.26 0.25
H 4.49872 1.21052 3.13465 -0.39 0.81 1.67
H 4.74882 1.57225 1.51871 -0.62 -0.54 -0.19
H 3.85301 -1.09163 2.79912 -0.49 -0.32 0.52
H 5.45340 -0.65056 2.42192 0.93 -0.20 0.27
H 4.85160 -2.17791 0.78198 -0.42 0.26 -0.20
H 4.74502 -0.66390 -0.13739 0.26 0.09 0.58
H 2.37569 -1.79657 1.13467 -0.09 -0.35 0.38
H 2.66773 -1.91244 -0.44035 0.45 -0.12 -0.11
C -0.37818 1.85936 -4.69587 1.11 -0.35 1.05
Ge 1.17257 0.69487 -4.10020 0.21 0.48 -0.44
C 2.69340 1.89068 -3.70736 -1.03 0.44 -0.59
C 1.76718 -0.47407 -5.57054 -0.23 -0.91 -0.43
C 0.78527 -0.45146 -2.55052 0.84 1.61 1.25
H -1.09470 1.27388 -5.21346 -0.67 -0.65 -0.62
H -0.00762 2.62917 -5.36817 -0.04 0.16 0.12
H -0.90435 2.28670 -3.83099 0.27 0.17 -0.20
H 2.33327 2.61681 -2.96484 0.55 0.04 -0.22
H 3.05094 2.36379 -4.64063 -0.27 0.04 0.58
H 3.47968 1.26325 -3.35551 0.76 -0.35 0.59
H 2.40372 -1.32482 -5.25638 -0.30 0.49 0.32
H 2.26464 -0.13057 -6.51322 -0.84 0.25 0.86
H 0.77609 -0.93140 -5.76788 0.57 -0.04 -0.63
H 1.31326 -1.37674 -2.73400 -0.06 -0.53 0.00
H -0.27329 -0.60428 -2.40061 -0.40 -0.28 -0.18
O -0.11102 -0.46920 0.88634 -2.29 -2.36 0.17
As -1.43287 -1.71150 0.88372 -0.10 0.64 0.49
C -2.51854 -1.06319 2.31363 -0.50 -0.59 0.71
C -3.45706 -1.91342 2.95875 -0.81 0.38 0.27
C -4.47437 -1.32653 3.76706 1.17 -0.52 -0.87
C -4.44000 0.04696 3.96659 -0.77 0.28 0.46
C -3.42456 0.85157 3.45879 -0.06 0.67 -0.29
C -2.47690 0.30399 2.60332 -0.15 -0.02 0.10
C -2.63365 -1.66528 -0.69361 -0.68 0.85 2.16
C -2.18498 -2.13871 -1.88245 -0.06 -0.97 -1.12
C -2.91861 -1.88951 -3.03399 -0.94 0.29 -1.05
C -4.13075 -1.18232 -2.98517 0.89 -0.28 1.12
C -4.63592 -0.80870 -1.72080 -0.72 -0.05 -1.08
C -3.92843 -1.06115 -0.56522 1.96 -0.16 -1.38
C -0.86090 -3.50509 1.42108 0.53 0.18 -0.05
C 0.18055 -3.59421 2.37225 -0.09 0.54 0.05
C 0.60179 -4.84716 2.85548 -0.29 0.50 -0.84
C -0.11902 -5.96868 2.42930 0.25 0.33 0.64
C -1.19264 -5.84716 1.57455 -0.76 -0.50 -0.47
C -1.54532 -4.65618 0.99033 0.28 1.52 -0.28
H -3.51246 -3.01927 2.86291 0.41 0.93 -0.35
H -5.27322 -1.96163 4.17885 0.53 0.45 -0.14
H -5.26621 0.50612 4.51874 0.43 -0.10 -0.06
H -3.41634 1.95023 3.63528 -0.06 -1.03 0.03
H -1.71847 0.95282 2.16397 -0.20 -0.28 0.00
H -1.37816 -2.85291 -1.92971 0.59 0.37 -0.09
H -2.57951 -2.25164 -4.01193 0.02 0.07 0.53
H -4.67373 -0.93421 -3.88621 -0.01 -0.12 0.00
H -5.63174 -0.33349 -1.70256 0.67 -0.24 0.27
H -4.29898 -0.70124 0.34386 -0.37 0.29 1.36
H 0.59824 -2.63311 2.75757 -0.08 -0.99 -0.31
H 1.49750 -4.94358 3.47637 -0.57 0.07 -0.02
H 0.10964 -6.94222 2.82020 0.23 -0.24 0.09
H -1.84301 -6.67128 1.30817 0.45 -0.39 0.13
H -2.31123 -4.62736 0.20634 0.19 0.11 0.47
N 2.53309 6.37127 1.19583 0.69 -0.66 -0.84
C 1.28184 5.89063 1.42568 0.37 1.45 1.86
O 0.68430 6.30145 2.42458 0.12 -1.05 -1.40
C 0.67446 4.80533 0.57171 -1.34 0.82 0.58
C -0.67993 4.54684 0.84797 0.75 -1.96 -1.39
C -1.29203 3.44038 0.20487 0.80 1.22 0.13
C -0.54913 2.64290 -0.64303 0.45 1.40 -0.08
N 0.80715 2.87134 -0.83164 -1.53 1.26 -0.49
C 1.35120 4.00309 -0.32641 -0.45 -1.44 0.56
H 2.98322 6.86734 1.96100 -0.41 0.03 -0.35
H 3.12052 6.16968 0.38326 -0.60 0.08 0.52
H -1.24446 5.10968 1.54124 -0.20 0.77 0.63
H -2.34128 3.28352 0.33806 -0.44 -0.22 0.00
H -1.11188 1.93247 -1.27417 0.94 -0.29 0.36
H 2.40248 4.15564 -0.50891 0.21 -0.06 -0.23
```
Forces are in eV/Å.

Output
Largest force on an atom in eV/Å: 3.29
Charge: +2
Spin multiplicity: 5
Electronic energy in Eh: -6496.49636
HOMO-LUMO gap (alpha / beta) in eV: 6.1202 / 6.1454
Highest occupied orbital energy (alpha / beta) in eV: -12.33 / -12.31
ΔE to the lowest compared entry with this formula, charge and spin in kJ/mol: 205.26